{
  "formula": "C36H81Cl2N12O14V",
  "method": "ωB97M-V with the def2-TZVPD basis set",
  "symbols": ["V", "N", "O", "O", "O", "C", "C", "O", "H", "H", "H", "H", "H", "C", "C", "O", "H", "H", "H", "H", "H", "C", "O", "N", "C", "C", "H", "H", "H", "H", "H", "H", "H", "C", "O", "N", "C", "C", "H", "H", "H", "H", "H", "H", "H", "C", "O", "N", "C", "C", "H", "H", "H", "H", "H", "H", "H", "C", "O", "N", "C", "C", "H", "H", "H", "H", "H", "H", "H", "C", "O", "N", "C", "C", "H", "H", "H", "H", "H", "H", "H", "C", "O", "N", "C", "C", "H", "H", "H", "H", "H", "H", "H", "C", "O", "N", "C", "C", "H", "H", "H", "H", "H", "H", "H", "C", "O", "N", "C", "C", "H", "H", "H", "H", "H", "H", "H", "C", "O", "N", "C", "C", "H", "H", "H", "H", "H", "H", "H", "C", "Cl", "Cl", "H", "H", "C", "C", "N", "H", "H", "H", "C", "C", "N", "H", "H", "H"],
  "xyz": [[12.479392, 13.586078, 11.877252], [12.726788, 13.008991, 9.043637], [11.565932, 12.736118, 9.331405], [13.378792, 13.492546, 10.006826], [13.189677, 12.977979, 7.948828], [15.623939, 14.929380, 11.489896], [15.121260, 14.482501, 12.868108], [13.745347, 14.474329, 12.800119], [16.705433, 14.806040, 11.416600], [15.408780, 15.969953, 11.267924], [15.267722, 14.281238, 10.722794], [15.300427, 15.211725, 13.626927], [15.685128, 13.495403, 12.959774], [9.547007, 10.813521, 12.878626], [10.974909, 11.347683, 13.003158], [11.188876, 12.658551, 12.625101], [9.699873, 9.724624, 12.877441], [9.007623, 11.155935, 11.972392], [8.842466, 11.012878, 13.678742], [11.573627, 10.795862, 12.298344], [11.254868, 11.146135, 13.997836], [17.879013, 10.954870, 10.899651], [18.123653, 9.910639, 11.496484], [17.574701, 11.093644, 9.598048], [17.038085, 12.350350, 9.043806], [17.464010, 9.956281, 8.762753], [17.895527, 11.988726, 11.354495], [17.565767, 12.559224, 8.124272], [17.286762, 13.152062, 9.779399], [15.940251, 12.261624, 8.833764], [18.149744, 9.219750, 9.141034], [16.410382, 9.564462, 8.716790], [17.763185, 10.257494, 7.746338], [10.214391, 14.927778, 10.576249], [11.018363, 14.987714, 11.558900], [9.022512, 15.312966, 10.736396], [8.144629, 15.487368, 9.556256], [8.514178, 15.850499, 11.937369], [10.431962, 14.566257, 9.541796], [8.295718, 14.843953, 8.693496], [8.236660, 16.517085, 9.134970], [7.098774, 15.486358, 9.811223], [8.209468, 16.921236, 11.724045], [7.699594, 15.254743, 12.307822], [9.343750, 15.755255, 12.589027], [18.051449, 17.683820, 13.575345], [17.948708, 17.692026, 14.780122], [18.987029, 17.023164, 12.887544], [19.053182, 17.087168, 11.429848], [19.969417, 16.118953, 13.435037], [17.376804, 18.153403, 12.914338], [18.213424, 17.672855, 11.111995], [19.006261, 16.086912, 10.976699], [19.981650, 17.542837, 11.036025], [20.018038, 15.103604, 12.904321], [20.968320, 16.491531, 13.220088], [19.764972, 16.039664, 14.498037], [11.294791, 13.825078, 17.938129], [11.471151, 12.885940, 18.670275], [10.881837, 13.692802, 16.707100], [10.749910, 14.792619, 15.765416], [10.688556, 12.369225, 16.191641], [11.454310, 14.881027, 18.250663], [9.762826, 14.671268, 15.303257], [11.440709, 14.691027, 14.965544], [10.745427, 15.768654, 16.274680], [11.261585, 11.679632, 16.757252], [9.662028, 12.024689, 16.178111], [11.021458, 12.289344, 15.139535], [13.459306, 10.917827, 11.261833], [13.979131, 11.849350, 11.973386], [13.917469, 9.689198, 11.107513], [13.480983, 8.859102, 10.052599], [14.889710, 9.119358, 11.932841], [12.625602, 11.141260, 10.601770], [12.915222, 7.990768, 10.383420], [14.317194, 8.455105, 9.466293], [12.919996, 9.513934, 9.373413], [14.498347, 8.242282, 12.447697], [15.793388, 8.864900, 11.330530], [15.200697, 9.797051, 12.681901], [11.767085, 16.278434, 7.669445], [10.659349, 15.836451, 7.545610], [11.956656, 17.619809, 8.000126], [13.336942, 18.110638, 7.951540], [10.927148, 18.568150, 7.652886], [12.684675, 15.682933, 7.738446], [13.981299, 17.294849, 8.168107], [13.485452, 18.826362, 8.707596], [13.520206, 18.475650, 6.979522], [11.383589, 19.378731, 7.132543], [10.159796, 18.128544, 7.042175], [10.473631, 19.095947, 8.510911], [12.571416, 10.009067, 18.345609], [12.932426, 9.714708, 17.230316], [13.161977, 9.570374, 19.507143], [12.889562, 10.358981, 20.713432], [14.401916, 8.833687, 19.318803], [11.777488, 10.742158, 18.586168], [12.746266, 9.660573, 21.518030], [12.090515, 11.030864, 20.557822], [13.796418, 10.993910, 20.800740], [14.478435, 8.048204, 20.117345], [14.412799, 8.444639, 18.314272], [15.198438, 9.581637, 19.435476], [10.711539, 18.791880, 12.741532], [10.260092, 19.442850, 11.844585], [11.783885, 18.015466, 12.822067], [12.683092, 17.702090, 11.697919], [12.060499, 17.289824, 14.087615], [10.160523, 18.851781, 13.791046], [12.189075, 17.870671, 10.753693], [12.809231, 16.622831, 11.714229], [13.634653, 18.252311, 11.797058], [11.595411, 17.819682, 14.894094], [11.627983, 16.291828, 14.037608], [13.094037, 17.173780, 14.272678], [14.746084, 16.045416, 16.730011], [13.734280, 16.740984, 16.562822], [15.800027, 16.390819, 17.514566], [16.928108, 15.473394, 17.680751], [15.816924, 17.754770, 17.974116], [14.894811, 15.059067, 16.246454], [17.812680, 16.046189, 17.475930], [16.929682, 14.764368, 16.897588], [17.000236, 15.039535, 18.679254], [16.111715, 18.446856, 17.174177], [14.888088, 18.045985, 18.407742], [16.593964, 17.917404, 18.734387], [18.424023, 11.143804, 14.694458], [18.872129, 12.861018, 14.646554], [17.318162, 10.911646, 16.080995], [17.936752, 10.759244, 13.786491], [19.335883, 10.693140, 15.010138], [14.449361, 14.295941, 20.121377], [15.689681, 14.179484, 20.760689], [16.682058, 14.253958, 21.343034], [14.483940, 14.192703, 19.046087], [13.950048, 15.288427, 20.325055], [13.700007, 13.604488, 20.547390], [16.195432, 14.506853, 5.903741], [16.449522, 15.551461, 6.843865], [16.380637, 16.466155, 7.540532], [15.562320, 13.826171, 6.431338], [17.073444, 13.949916, 5.542665], [15.712051, 14.829667, 4.960182]],
  "forces_ev_per_a": [[1.7768, 0.1759, -1.2894], [-1.4309, 1.5999, 1.2379], [-1.4444, -1.3994, -0.3527], [1.6134, 0.6202, 0.6973], [1.0636, -0.6309, -1.9400], [1.2350, 0.5639, 0.6555], [0.9035, -0.6871, -1.9893], [-1.2376, -0.1325, 0.4638], [0.3725, 0.2283, 0.2753], [-0.2719, 0.1279, -0.1410], [-0.6692, -0.2941, -0.4349], [1.1528, 0.2386, 0.7831], [-1.2025, 0.7770, 0.9117], [-0.2845, -0.1454, -0.7363], [-0.9283, -0.0911, -1.4435], [-1.8156, -0.3305, 1.2693], [-0.4648, 0.1308, -0.2590], [0.6231, -0.3761, 0.1457], [0.2909, 0.3665, 0.5344], [0.1228, -1.0854, 0.2223], [0.9797, -0.4115, 1.0167], [0.0639, 0.8435, 0.5680], [-0.1623, 0.7762, -0.4916], [-0.6300, 0.8503, -0.0711], [0.0747, -0.2052, 1.1931], [-0.6626, -0.4784, -0.9934], [0.0768, -0.8570, 0.2604], [0.0977, 0.1237, -0.3421], [-0.6109, -0.4372, -0.6804], [0.8329, 0.2586, 0.3594], [0.0407, -0.6109, -0.0055], [0.8774, 0.1795, 0.0550], [-0.1239, -0.3083, 0.2330], [2.9546, -0.7784, 0.0885], [0.4673, -0.2103, -1.1913], [-4.1003, 0.5055, -2.7424], [-0.0223, 1.5554, -0.6952], [-0.3294, 1.5794, 0.0301], [0.3003, 0.2405, 0.9952], [0.4754, -0.4428, 0.4488], [0.4742, -0.5101, 0.4361], [-0.3282, -0.6269, 0.6168], [0.3060, -1.1293, 0.6771], [-0.5530, -0.1053, 0.0802], [0.4484, 0.5158, 1.2292], [0.7367, -0.9967, 0.8151], [-0.1582, 0.0781, 0.7067], [1.2821, -1.1377, -2.0288], [0.1618, 0.0094, 0.1525], [0.2242, -0.8185, -0.2617], [-1.1547, 1.0710, -0.8389], [-0.3947, 0.2591, -0.5612], [-0.2191, 0.1405, 0.2508], [-0.2971, 0.0008, 0.5015], [-0.8236, 1.2087, 0.8024], [0.2172, 0.3910, 0.4324], [0.3278, -0.2734, 0.0825], [0.2145, 1.5932, 0.5252], [0.4603, -1.0295, 1.8399], [-0.4278, 0.4073, -1.8537], [-1.7022, -0.2384, 0.8365], [0.0887, -0.2912, -1.5351], [0.0301, -0.2426, -0.0985], [-0.0349, 0.2152, -0.0435], [0.9717, 0.0861, -0.3923], [0.4539, -0.4415, -0.2324], [0.4874, -0.6154, 0.4375], [-0.5114, 0.2017, 0.2829], [-0.0405, 0.6318, 0.8610], [1.6321, 2.3329, 0.5600], [-1.8114, -2.2641, -0.8897], [-0.3064, 0.6086, 0.3246], [-0.7078, -0.0334, -1.6640], [1.9655, -1.0690, 0.3409], [-0.2399, 0.0352, -0.1234], [-0.3035, 0.0848, 0.1356], [0.1025, 0.2535, 0.2630], [-0.2756, -0.6368, -0.0188], [0.0235, -0.2303, -0.1656], [-0.5671, -0.0895, 0.5186], [0.2811, 0.8633, 0.7622], [0.1893, 2.3089, 1.7642], [-1.0470, -1.1525, -0.7015], [0.8013, -1.4190, -0.7197], [-1.4945, -1.0933, 0.2735], [-0.3014, 0.6778, 0.9708], [0.1431, -0.1440, -0.2889], [0.7241, -0.6984, 0.0761], [0.2038, 1.1833, 0.7903], [0.5957, 0.7536, -1.0987], [0.4408, 0.5675, -0.8487], [-0.2840, -0.3093, -0.1356], [0.0433, -0.6977, 0.0608], [0.0487, 0.4751, 1.4363], [-0.1443, -0.2058, -0.6743], [-1.2215, 0.1366, -1.5316], [2.5442, -0.7448, -1.1099], [-0.1347, 0.3936, 1.8597], [-0.0224, -0.3645, -0.4219], [-0.0402, 0.1913, 0.7164], [-1.1594, 0.4120, -0.1642], [-0.3777, -0.2530, 0.8573], [0.1619, 0.5813, -0.8773], [0.0226, -0.2823, -0.1041], [0.3607, -0.4740, -0.0091], [-1.2165, 0.1670, 3.3579], [-0.1394, 0.4906, -1.8849], [1.2180, -0.8399, 0.1830], [-0.5716, -0.1596, 0.6269], [-1.3078, 0.0575, -1.3574], [0.9071, -0.2925, -1.4721], [-0.1445, 0.6316, -0.2581], [0.5875, -0.0018, 0.1784], [-0.3539, -0.3004, -0.1744], [-0.0728, 0.3037, 0.5069], [0.0869, 0.1073, -0.2027], [1.0807, 0.1593, 0.0764], [-0.4216, 0.5206, 0.2339], [1.1821, -0.8766, 0.1217], [-0.9842, -0.6903, -0.5810], [-0.0255, 1.5835, 0.3146], [1.7265, 0.6234, 0.3882], [-0.2561, 0.1310, 0.0901], [0.6921, 0.3271, 0.1794], [-0.3547, -1.1567, -0.6061], [-0.1362, -0.0587, -0.1510], [-0.3941, -0.1812, -0.1060], [-0.7847, 0.1426, 0.0841], [-0.1923, -0.4664, -0.0385], [-0.6326, 0.4118, 0.8689], [-0.1931, 0.2469, -0.6367], [-0.1924, -0.1946, -0.2224], [0.5526, 0.3526, 0.2953], [0.4169, -0.8323, -0.3900], [-3.3472, 0.8071, -0.1798], [2.1019, 0.6146, 1.3437], [-0.3806, -0.3852, -0.3783], [0.1208, -0.2569, -0.2088], [0.9297, -0.7101, -0.1748], [0.4710, -0.1048, -0.4236], [0.4944, -1.0551, -1.5365], [-0.4047, 1.6300, 0.1983], [0.4979, -0.4527, -0.0004], [-0.6383, -0.7287, 0.0398], [-0.0100, 0.3003, 0.5380], [-0.0009, 0.2562, 0.8292]],
  "gap_ev": [8.327, 9.107],
  "lumo_energy_ev": [0.3, 0.3],
  "s_squared": 2.01,
  "spin_multiplicity": 3,
  "e_homo_ev": [-8.1, -8.9]
}



{
  "formula": "C20H23N2O3",
  "method": "ωB97M-V with the def2-TZVPD basis set",
  "symbols": ["C", "C", "C", "N", "C", "C", "C", "C", "C", "C", "C", "C", "H", "H", "H", "H", "H", "H", "H", "H", "H", "H", "H", "C", "O", "C", "O", "C", "C", "N", "C", "C", "C", "C", "O", "C", "H", "H", "H", "H", "H", "H", "H", "H", "H", "H", "H", "H"],
  "xyz": [[0.410176, -0.758400, 0.433202], [-0.017483, -2.208647, 0.492759], [0.172534, -3.187170, 1.605507], [0.901402, -4.534182, 1.353362], [2.259123, -4.658507, 1.536838], [2.644339, -5.966506, 1.260748], [1.477981, -6.689229, 0.873757], [0.370125, -5.774985, 0.962146], [-0.950734, -6.187471, 0.775471], [-1.169216, -7.548938, 0.485445], [-0.098948, -8.455883, 0.392615], [1.223373, -8.033868, 0.605794], [0.796091, -0.763475, -0.602727], [1.271480, -0.735885, 1.089811], [-0.267208, -2.791169, -0.399132], [0.781751, -2.730882, 2.415815], [-0.834934, -3.528798, 1.945623], [2.830121, -3.792260, 1.791878], [3.628922, -6.383559, 1.333682], [-1.760467, -5.446876, 0.850166], [-2.184739, -7.904557, 0.337513], [-0.306127, -9.507713, 0.175748], [2.068090, -8.725142, 0.624445], [-0.523214, 8.960584, -1.151955], [-0.701359, 7.594764, -1.414192], [-0.327623, 6.816793, -0.374631], [0.056302, 7.183156, 0.724756], [-0.483739, 5.382225, -0.794494], [-0.100254, 4.373827, 0.049056], [-0.179833, 3.018554, -0.196217], [-0.982846, 2.667511, -1.428989], [-0.761958, 3.676663, -2.583650], [-1.077071, 5.105500, -2.148604], [0.383795, 2.093136, 0.799965], [1.184198, 2.648896, 1.560197], [-0.160845, 0.574890, 0.950314], [-0.832123, 9.437059, -2.059947], [-1.139544, 9.302139, -0.332239], [0.509378, 9.208934, -0.946687], [0.325590, 4.709084, 0.978589], [-0.669918, 1.667678, -1.784086], [-2.071820, 2.670566, -1.149509], [0.284275, 3.625971, -2.925023], [-1.413922, 3.381264, -3.427846], [-2.176426, 5.236900, -2.105345], [-0.675652, 5.819967, -2.883632], [-1.040919, 0.648768, 0.292719], [-0.670125, 0.509268, 2.010983]],
  "forces_ev_per_a": [[3.1277, -0.7423, 0.3771], [-0.7661, -0.8519, -0.0553], [0.4994, -1.2455, 0.9780], [-0.9517, 1.4047, -0.4395], [-0.2219, -1.8250, -0.8042], [-0.1537, 1.2536, 0.1594], [-1.0857, 0.7090, 0.5445], [0.7986, 0.2701, 0.1797], [-0.0518, -0.2933, -0.1947], [0.2233, 0.8895, 0.1042], [0.6721, 0.1528, 0.1504], [-0.5333, -0.3122, -0.0822], [-0.1980, 1.0988, 0.3530], [1.1783, -0.6993, -0.1445], [-0.1051, 0.9235, -0.2550], [-0.7893, -0.2751, -0.1410], [0.6797, 0.4352, 0.2626], [0.2948, 0.1828, 0.2086], [0.2697, 0.0828, 0.0261], [0.2333, -0.5886, -0.0536], [0.1388, 0.0690, 0.0035], [0.0878, 0.3920, 0.1031], [-0.3729, 0.0015, -0.1806], [-0.1026, 0.8666, -0.2358], [0.4559, -0.2703, 1.0632], [0.0702, -1.9795, 0.8120], [-0.4229, 0.2716, -1.4880], [0.0959, -0.8429, 0.4453], [0.1439, 1.7368, -0.5093], [-0.7057, -1.6115, -0.4761], [-0.0506, -0.2398, 0.5696], [0.0961, -0.2687, 0.2608], [-0.2158, -0.1205, -0.1917], [1.6434, 1.6609, 0.5073], [-1.5318, -2.2127, -0.9350], [-4.5203, 1.5046, -0.4489], [-0.1403, 0.5038, -0.4190], [-0.1446, -0.0013, 0.2731], [0.2706, -0.0673, 0.1142], [0.1416, -0.3677, 0.2884], [-0.3104, 0.4016, 0.3692], [0.8999, -0.1752, -0.2608], [-0.2922, -0.1010, 0.1236], [0.3641, 0.0412, 0.3961], [0.4289, 0.1158, -0.1200], [-0.2952, -0.3048, 0.2063], [-0.4168, 0.3501, 0.4188], [1.5647, 0.0778, -1.8631]],
  "gap_ev": [8.157, 7.379],
  "lumo_energy_ev": [0.3, -0.4],
  "s_squared": 0.75,
  "spin_multiplicity": 2,
  "e_homo_ev": [-7.8, -7.8]
}